1.
{"formula": "C4H12N2S", "method": "ωB97M-V with the def2-TZVPD basis set", "orbital_gap_ev": 9.65, "smiles": "NC[C@H](N)CCS", "e_above_lowest_kj_mol": 115.9, "species": ["N", "C", "C", "C", "S", "C", "N", "H", "H", "H", "H", "H", "H", "H", "H", "H", "H", "H", "H"], "positions_angstrom": [[1.832389, 0.514533, -0.700984], [0.850818, -0.123701, 0.182630], [-0.364050, 0.728277, 0.431538], [-1.036679, 1.237988, -0.848062], [-2.511751, 0.191909, -1.086977], [1.597368, -0.529624, 1.463923], [1.860016, -1.977728, 1.580570], [2.533069, 1.131290, -0.337994], [1.484234, 0.530808, -1.636232], [0.585967, -1.143703, -0.121967], [-0.015235, 1.573935, 1.001920], [-1.007594, 0.191762, 1.099281], [-0.220117, 1.544700, -1.508397], [-1.562563, 2.215545, -0.600720], [-1.892736, -1.040497, -1.130685], [1.017718, -0.328814, 2.352029], [2.512370, 0.048318, 1.605498], [2.697959, -2.243815, 1.071439], [1.157069, -2.606417, 1.143583]], "forces_ev_per_a": [[-1.14, -1.84, -0.04], [1.73, -0.11, 0.63], [0.67, 0.62, 0.07], [-1.13, 1.23, 2.42], [0.70, -0.79, -1.27], [-0.66, -0.72, 0.68], [0.60, -0.79, -0.68], [-0.24, 0.20, -0.22], [0.76, 0.72, -0.44], [-0.27, 0.48, -1.14], [0.26, 0.60, 0.28], [-0.77, -0.24, 0.15], [-0.75, -0.74, -0.93], [0.68, -1.01, -0.27], [-0.36, 0.83, 0.00], [-0.55, 0.49, 0.21], [0.15, -0.28, -0.18], [0.14, 0.25, 0.12], [0.18, 1.09, 0.59]], "mulliken_charge": [-0.562, 0.626, -1.010, -0.642, -0.225, -0.699, -0.706, 0.150, 0.200, 0.048, 0.342, 0.442, 0.445, 0.268, 0.107, 0.309, 0.398, 0.250, 0.258]}

2.
{"formula": "C4H7Cl", "method": "ωB97M-V with the def2-TZVPD basis set", "orbital_gap_ev": 10.78, "e_above_lowest_kj_mol": 364.7, "species": ["C", "C", "C", "C", "H", "H", "H", "H", "H", "H", "H", "Cl"], "positions_angstrom": [[-0.115124, 0.064369, 0.586796], [1.070189, 1.083767, 0.160942], [1.788251, -0.051509, -0.642920], [0.879977, -0.931058, 0.324464], [-0.755482, -0.053711, 1.426604], [1.314439, 1.413813, 1.354371], [0.649957, 1.875445, -0.569561], [1.149609, -0.235280, -1.641898], [2.968851, -0.584068, -0.639944], [0.479793, -2.028927, -0.141557], [1.536128, -1.215933, 1.243129], [-1.710768, -0.009691, -0.212167]], "forces_ev_per_a": [[-0.41, 1.33, -0.16], [-2.27, 2.32, 1.71], [-0.75, -3.82, 0.30], [2.41, -6.83, -1.27], [1.84, 0.84, 2.56], [0.44, -0.40, -3.88], [1.02, -0.54, 1.83], [2.22, 1.01, 1.71], [-3.48, 2.58, -0.20], [1.07, 2.79, 1.31], [-1.47, 0.60, -1.24], [-0.62, 0.11, -2.65]], "mulliken_charge": [-0.187, -0.349, -0.488, -0.441, 0.202, 0.238, 0.276, 0.190, 0.283, 0.288, 0.234, -0.247]}

Maximum force across the listed records, respectively: 2.94, 7.35 eV Å⁻¹.
LUMO across the listed records, respectively: 0.9, 0.9 eV.